Record 1
Formula: C4H10N2O
Source: the OMol25 dataset
Level of theory: the ωB97M-V functional and the def2-TZVPD basis

Structure (XYZ):
```
17
Properties=species:S:1:pos:R:3:forces:R:3
C -1.87599 -0.50057 -0.30249 0.360 1.621 -0.957
C -1.15085 0.62691 -1.13085 -1.424 1.998 1.554
C 0.36236 0.64701 -0.75232 -0.750 -1.081 0.187
N 0.65106 0.86884 0.69857 -0.783 -0.136 0.351
C 1.22614 -0.07352 1.60747 2.963 0.852 -4.418
N 1.94104 -1.16518 0.82259 -3.274 2.903 -0.362
O 1.51651 0.20847 2.74245 -0.961 -1.005 -0.176
H -2.29362 -0.17873 0.66716 0.417 -0.283 -0.527
H -2.61310 -0.93878 -0.93611 -1.053 -0.132 -0.171
H -1.13993 -1.25577 -0.24428 0.727 -1.113 0.902
H -1.63796 1.67029 -0.81213 0.990 -2.022 -0.978
H -1.34701 0.46758 -2.23268 0.591 0.298 1.180
H 0.63749 -0.39938 -1.00262 0.318 0.867 0.169
H 0.91905 1.32734 -1.40669 0.057 -0.014 0.377
H 0.34763 1.78410 1.11603 0.452 -1.672 -0.500
H 1.95135 -1.37847 -0.18867 -0.386 0.701 1.445
H 2.50584 -1.71013 1.35457 1.757 -1.782 1.923
```
Forces are in eV/Å.

Summary:
Structure (SMILES): CCCNC(N)=O
F_max: 0.10477 hartree/bohr
Lowest unoccupied orbital energy: 0.88 eV
2S+1: 1
Kohn-Sham gap: 10.41 eV
Charge: 0

These are the Mulliken partial charges, in e, on atoms 1 to 8: -1.0158, -0.3570, -0.6458, -0.0872, 0.4637, -0.3259, -0.5562, 0.2452

Record 2
Formula: C4H10N2O
Source: the OMol25 dataset
Level of theory: the ωB97M-V functional and the def2-TZVPD basis

Structure (XYZ):
```
17
Properties=species:S:1:pos:R:3:forces:R:3
H 0.97720 -0.47865 2.39782 0.360 -0.152 -0.147
N 1.14536 0.36755 1.86470 -1.041 0.190 -0.027
C 0.84169 0.30985 0.64983 2.764 -1.511 -0.675
C 0.94231 1.49716 -0.25493 -0.551 0.037 -0.589
N 1.32999 -1.09309 -0.27845 0.088 1.212 1.211
C 0.17413 -1.44008 -0.88361 -1.731 1.256 1.159
O -0.84725 -0.66870 0.31102 0.182 -0.532 -1.054
C -1.98247 0.12214 0.02533 -0.196 -0.140 -0.255
H 0.95073 1.24502 -1.31660 -0.048 -0.233 0.127
H 0.10851 2.17747 -0.10104 -0.004 0.123 0.200
H 1.87236 2.02151 -0.05401 0.013 -0.042 0.231
H 1.62559 -1.78895 0.40198 -0.057 0.149 0.003
H -0.12640 -2.48648 -0.90473 -0.007 0.163 -0.096
H -0.10147 -0.83717 -1.74842 -0.031 -0.205 -0.066
H -2.28057 0.65033 0.93637 0.105 -0.143 0.016
H -2.82885 -0.48588 -0.30519 0.008 -0.044 0.039
H -1.80086 0.88795 -0.74005 0.147 -0.126 -0.077
```
Forces are in eV/Å.

Summary:
Structure (SMILES): [H]/N=C(/C)NCOC
F_max: 0.06266 hartree/bohr
Lowest unoccupied orbital energy: 0.92 eV
2S+1: 1
Kohn-Sham gap: 9.88 eV
Charge: 0

These are the Mulliken partial charges, in e, on atoms 1 to 8: 0.2503, -0.8098, 1.0207, -1.1706, -0.5187, -0.2979, -0.4121, -0.7250

Record 3
Formula: C4H10N2O
Source: the OMol25 dataset
Level of theory: the ωB97M-V functional and the def2-TZVPD basis

Structure (XYZ):
```
17
Properties=species:S:1:pos:R:3:forces:R:3
C -0.20833 1.52344 -0.99439 0.327 0.048 -1.132
N 0.34107 0.24541 -1.67701 -0.535 0.297 0.544
C 0.50025 -0.80368 -0.83645 -0.090 0.095 0.327
O 0.93950 -1.92135 -1.03790 -0.126 0.669 -0.413
N 0.01926 -0.32713 0.40340 0.153 -0.679 0.524
C 1.01757 -0.13352 1.39650 0.199 -0.134 0.368
C -1.25738 -0.85311 0.76088 -0.172 -0.211 0.238
H -1.02088 1.46585 -0.23336 0.487 -0.707 -1.150
H 0.59039 2.05316 -0.45218 -0.073 -0.181 -0.535
H -0.60545 2.12736 -1.79194 0.196 0.534 -0.482
H 0.60688 0.06816 -2.65675 -0.465 0.944 0.686
H 0.59527 0.48004 2.19906 0.133 -0.174 0.100
H 1.85841 0.42462 0.96083 -0.103 -0.185 0.127
H 1.37908 -1.09301 1.77708 0.270 0.059 0.383
H -1.93677 -0.80164 -0.10255 0.175 -0.044 0.161
H -1.17203 -1.89567 1.07970 -0.355 -0.128 0.190
H -1.68693 -0.23192 1.55390 -0.021 -0.205 0.064
```
Forces are in eV/Å.

Summary:
Structure (SMILES): CNC(=O)N(C)C
F_max: 0.02791 hartree/bohr
Lowest unoccupied orbital energy: 0.83 eV
2S+1: 1
Kohn-Sham gap: 9.16 eV
Charge: 0

These are the Mulliken partial charges, in e, on atoms 1 to 8: -0.6417, -0.0960, 0.2486, -0.6519, 0.3273, -1.0825, -1.0875, 0.2092

> Look up the 2S+1 of the first one.

1